(1)
Density functional theory data (ωB97M-V/def2-TZVPD) for a cluster of 2 separate species, C12H25N5O5 in total in a non-equilibrium geometry.

Atoms and positions in Å:
C: -1.2820 -0.4172 2.4652
N: -0.5509 0.4117 1.5078
C: -0.8781 0.6960 0.2407
O: -0.1048 1.3619 -0.4452
C: -2.2150 0.1880 -0.3364
C: -2.1102 -1.1601 -1.0766
C: -3.4423 -1.5906 -1.6541
N: -3.6471 -1.4178 -2.9384
O: -4.3216 -2.0477 -0.9477
N: -2.9018 1.2081 -1.1426
C: -2.5740 1.6296 -2.3674
C: -3.2910 2.8700 -2.8481
O: -1.8049 1.0433 -3.1201
H: -1.4808 -1.4022 2.0385
H: -2.2226 0.0605 2.7448
H: -0.6748 -0.5487 3.3633
H: 0.3565 0.7434 1.7979
H: -2.8754 0.0052 0.5104
H: -1.7782 -1.9276 -0.3790
H: -1.3668 -1.0948 -1.8699
H: -2.9541 -0.9126 -3.4727
H: -4.5340 -1.7071 -3.3039
H: -3.6045 1.7494 -0.6680
H: -2.9764 3.0874 -3.8684
H: -3.0302 3.7060 -2.2015
H: -4.3663 2.7004 -2.8257
N: 3.6100 2.8608 2.8359
C: 3.1109 1.5951 2.7225
O: 2.8023 1.0568 3.7698
C: 2.9199 0.9446 1.3552
C: 2.7902 -0.5895 1.4257
C: 2.6418 -1.2217 0.0304
N: 1.2627 -1.1162 -0.4424
C: 3.0150 -2.7066 0.0530
O: 4.4366 -2.8541 0.1024
H: 3.7086 3.4330 2.0041
H: 3.5474 3.2900 3.7544
H: 3.7854 1.1933 0.7350
H: 2.0408 1.3804 0.8811
H: 3.6906 -0.9871 1.9060
H: 1.9363 -0.8749 2.0484
H: 3.3023 -0.7105 -0.6789
H: 1.0056 -0.1292 -0.5667
H: 1.1518 -1.6107 -1.3268
H: 2.5512 -3.1965 0.9155
H: 2.6425 -3.1959 -0.8526
H: 4.6796 -3.7955 0.1253

The gap between HOMO and LUMO comes out at 9.642 eV. Its total charge is 0. As for the SMILES: CNC(=O)[C@H](CC(N)=O)NC(C)=O.NC(=O)CC[C@H](N)CO.

---

(2)
Density functional theory data (ωB97M-V/def2-TZVPD) for a structure of composition C5H8FN in a non-equilibrium geometry.

Atoms and positions in Å:
C: -0.9367 -0.2606 -0.2888
C: -0.6704 1.2191 0.0765
C: 1.3640 0.1271 0.5071
C: 1.5326 -1.1005 -0.4617
C: 0.3406 -0.8356 0.5010
H: -0.8288 -0.6684 -1.2847
H: -1.0490 1.2985 1.0521
H: -1.2490 2.0193 -0.6179
H: 1.5920 2.3919 -0.4649
H: 1.9033 0.3864 1.4709
H: 2.3382 -1.9645 -0.3476
H: 1.5230 -0.7656 -1.5713
H: 0.0256 -1.5150 1.2274
N: 0.7870 1.3193 -0.2440
F: -2.1716 -0.5906 0.0265

The gap between HOMO and LUMO comes out at 9.440 eV. Its total charge is 0.

---

(3)
Density functional theory data (ωB97M-V/def2-TZVPD) for a structure of composition C50H45AgN4OSSi.

Atoms and positions in Å:
Ag: -0.4234 0.5801 -0.0955
C: 7.3599 0.3415 -1.7772
C: 6.8379 -0.9265 -1.5563
C: 5.5040 -1.0794 -1.2059
C: 4.6689 0.0274 -1.0725
C: 5.2056 1.2952 -1.2881
C: 6.5393 1.4528 -1.6401
C: 3.2355 -0.1077 -0.6651
C: 2.9489 0.3029 0.6388
C: 3.9647 0.5836 1.6451
C: 3.3084 0.7763 2.8079
C: 1.8926 0.6203 2.5084
C: 0.8616 0.7441 3.4782
C: 1.2285 1.4238 4.7472
C: 1.8291 2.6861 4.7209
C: 2.1817 3.3320 5.8970
C: 1.9458 2.7303 7.1266
C: 1.3544 1.4750 7.1676
C: 1.0029 0.8300 5.9901
C: -0.4355 0.2803 3.3317
N: -0.8807 -0.5254 2.3346
C: -2.1917 -0.7062 2.5345
C: -3.0522 -1.4529 1.7114
C: -4.4081 -1.7648 2.2337
C: -5.5522 -1.4764 1.4854
C: -6.8192 -1.7767 1.9644
C: -6.9749 -2.3688 3.2110
C: -5.8489 -2.6579 3.9710
C: -4.5833 -2.3623 3.4857
C: -2.7208 -1.9546 0.4403
C: -3.4680 -3.0258 -0.2377
C: -2.7906 -3.3160 -1.3600
C: -1.6218 -2.4273 -1.3778
N: -1.6539 -1.6060 -0.2965
C: -0.6216 -2.4923 -2.3343
C: 0.6355 -1.8298 -2.2954
C: 1.7315 -2.1619 -3.1844
C: 2.8089 -1.4625 -2.7427
C: 2.3700 -0.7319 -1.5716
N: 1.0402 -0.9332 -1.3751
C: -0.8010 -3.4785 -3.4459
C: -0.6435 -4.8466 -3.2252
C: -0.7934 -5.7622 -4.2574
C: -1.1014 -5.3267 -5.5396
C: -1.2608 -3.9689 -5.7760
C: -1.1117 -3.0582 -4.7375
C: -2.6347 0.0321 3.7277
C: -1.5437 0.6385 4.2233
N: 1.7138 0.3582 1.2101
H: 8.4018 0.4626 -2.0500
H: 7.4751 -1.7983 -1.6496
H: 5.0904 -2.0623 -1.0166
H: 4.5589 2.1559 -1.1710
H: 6.9404 2.4458 -1.8047
H: 5.0342 0.5895 1.4926
H: 3.7340 0.9696 3.7808
H: 1.9992 3.1589 3.7630
H: 2.6353 4.3153 5.8516
H: 2.2207 3.2357 8.0453
H: 1.1715 0.9920 8.1207
H: 0.5501 -0.1536 6.0184
H: -5.4299 -0.9966 0.5223
H: -7.6901 -1.5362 1.3656
H: -7.9643 -2.6003 3.5882
H: -5.9568 -3.1237 4.9439
H: -3.7038 -2.5990 4.0707
H: -4.3647 -3.5046 0.1262
H: -3.0380 -4.0621 -2.0997
H: 1.6999 -2.8542 -4.0119
H: 3.8048 -1.4685 -3.1585
H: -0.3975 -5.1807 -2.2247
H: -0.6642 -6.8203 -4.0610
H: -1.2175 -6.0399 -6.3472
H: -1.5063 -3.6161 -6.7714
H: -1.2464 -2.0017 -4.9166
H: -3.6508 0.1123 4.0814
H: -1.4893 1.3137 5.0628
C: -2.1065 0.8626 -5.6463
S: -1.2749 0.6908 -4.0425
C: 0.3978 0.6664 -4.7132
O: -1.4077 1.9939 -3.3664
H: -1.9693 -0.0472 -6.2330
H: -1.7056 1.7317 -6.1689
H: -3.1643 1.0103 -5.4348
H: 0.5349 -0.1863 -5.3787
H: 1.0697 0.5696 -3.8622
H: 0.5646 1.6110 -5.2322
C: 0.8893 3.9440 1.3123
Si: -0.5257 3.9084 0.0358
C: 0.3177 4.0789 -1.6525
C: -1.3550 5.6313 0.2669
C: -1.5659 2.4491 0.2973
H: 1.7692 4.4541 0.9054
H: 1.1732 2.9226 1.5653
H: 0.5943 4.4651 2.2288
H: 0.9846 4.9484 -1.6450
H: -0.3999 4.1901 -2.4687
H: 0.9028 3.1829 -1.8706
H: -0.6796 6.4810 0.1212
H: -1.7705 5.6959 1.2780
H: -2.1880 5.7336 -0.4366
H: -2.4750 2.3673 -0.3048
H: -1.8394 2.3885 1.3601

The gap between HOMO and LUMO comes out at 4.453 eV. Its total charge is -2.

---

(4)
Density functional theory data (ωB97M-V/def2-TZVPD) for a structure of composition C36H56AsClHfN7O3S.

Atoms and positions in Å:
Hf: -0.4758 -0.1612 0.1330
N: -2.3715 -2.3447 3.7775
C: -1.5845 -1.6176 2.9709
S: -0.8859 -2.3829 1.5661
N: -1.2901 -0.4149 3.3627
N: -0.5896 0.3168 2.4354
C: 0.0944 1.2534 2.9425
C: 0.7036 2.2765 2.1033
C: 1.4250 3.2940 2.7001
C: 1.8492 4.3615 1.9293
C: 1.5308 4.3660 0.5830
C: 0.8543 3.2818 0.0582
N: 0.4449 2.2444 0.7873
H: -2.6264 -3.2742 3.5076
H: -2.8521 -1.8966 4.5395
H: 0.1439 1.3435 4.0204
H: 1.6309 3.2475 3.7641
H: 2.4023 5.1820 2.3727
H: 1.8095 5.1905 -0.0609
H: 0.6116 3.2626 -0.9945
N: 0.6106 -0.3686 -2.4661
C: 0.1474 -1.5959 -3.1420
C: -1.3379 -1.7301 -2.9374
N: -1.6199 -1.6976 -1.4889
H: 0.5618 0.4073 -3.1114
H: 1.5877 -0.4705 -2.2390
H: 0.6473 -2.4495 -2.6891
H: 0.3796 -1.5945 -4.2062
H: -1.6961 -2.6519 -3.3935
H: -1.8610 -0.8966 -3.4092
H: -1.2666 -2.5622 -1.0867
H: -2.6177 -1.6958 -1.3301
C: -5.3322 -2.9214 1.5594
C: -5.0270 -1.4470 1.4526
C: -5.9292 -0.4974 1.9130
C: -5.6377 0.8551 1.7888
C: -6.6192 1.9073 2.2511
C: -4.4396 1.2426 1.1993
C: -3.5251 0.3220 0.6826
C: -3.8522 -1.0265 0.8398
N: -2.3328 0.7370 -0.0048
C: -2.4912 1.9081 -0.9256
C: -1.3029 1.8616 -1.9063
C: -3.7511 1.7628 -1.7908
C: -2.5026 3.2784 -0.2077
H: -5.8038 -3.1606 2.5160
H: -4.4260 -3.5244 1.4535
H: -6.0265 -3.2316 0.7733
H: -6.8676 -0.8106 2.3644
H: -7.3602 1.4860 2.9321
H: -7.1555 2.3286 1.3966
H: -6.1109 2.7303 2.7584
H: -4.2176 2.3017 1.1642
H: -3.1889 -1.7959 0.4901
H: -1.4985 1.1175 -2.6761
H: -0.3561 1.6311 -1.4045
H: -1.1923 2.8307 -2.3922
H: -3.8124 0.7435 -2.1883
H: -3.7063 2.4618 -2.6328
H: -4.6633 1.9574 -1.2300
H: -1.9809 3.2217 0.7471
H: -3.5194 3.6235 -0.0180
H: -2.0222 4.0466 -0.8188
C: 2.7815 4.4419 -2.9899
C: 3.6210 3.1878 -3.2203
As: 3.2134 1.7740 -1.9249
C: 4.3808 2.3512 -0.4522
C: 5.8846 2.4007 -0.7143
C: 4.3089 0.3123 -2.6930
C: 5.3970 0.6841 -3.6999
H: 3.0062 5.2017 -3.7393
H: 2.9814 4.8823 -2.0086
H: 1.7104 4.2269 -3.0527
H: 4.6823 3.4306 -3.1829
H: 3.4242 2.7849 -4.2140
H: 4.1586 1.6783 0.3788
H: 4.0176 3.3349 -0.1582
H: 6.2812 1.4247 -0.9988
H: 6.4160 2.7160 0.1876
H: 6.1375 3.1130 -1.5021
H: 3.6249 -0.3974 -3.1612
H: 4.7447 -0.2100 -1.8354
H: 4.9714 1.1111 -4.6092
H: 5.9601 -0.2066 -3.9919
H: 6.1063 1.4059 -3.2943
C: 1.7781 -4.2978 3.8984
C: 1.4710 -4.8232 2.5211
C: 0.6455 -5.9196 2.3267
C: 0.3486 -6.3674 1.0465
Cl: -0.7322 -7.7136 0.8356
C: 0.9007 -5.7514 -0.0578
C: 1.7448 -4.6606 0.1236
C: 2.0016 -4.1928 1.3971
O: 2.7885 -3.1025 1.6662
C: 3.0808 -2.1788 0.6453
C: 1.8528 -1.3871 0.2414
O: 1.7328 -0.1703 0.6013
O: 0.9075 -1.9043 -0.4198
H: 1.2242 -4.8517 4.6554
H: 1.5162 -3.2392 3.9690
H: 2.8448 -4.3785 4.1177
H: 0.2173 -6.4265 3.1847
H: 0.6708 -6.1114 -1.0533
H: 2.1765 -4.1789 -0.7463
H: 3.5106 -2.6630 -0.2342
H: 3.8008 -1.4916 1.0733

The gap between HOMO and LUMO comes out at 6.966 eV. Its total charge is +1.

---

(5)
Density functional theory data (ωB97M-V/def2-TZVPD) for a cluster of 2 separate species, C8H8N2 in total in a non-equilibrium geometry.

Atoms and positions in Å:
C: 0.1092 -0.6489 -1.2247
C: -0.9105 -0.4161 -0.6057
C: -3.5837 -1.0058 0.2167
C: -3.4658 0.8373 -1.0625
C: 2.2639 -0.7022 -0.1518
C: -2.8888 1.1375 1.3965
C: 1.5434 -1.0345 -1.3385
C: -3.1974 0.3413 0.2014
N: -3.9559 -2.0961 0.1329
N: -3.8095 1.2451 -2.1249
H: 3.1460 -1.2432 -0.1044
H: 1.6880 -0.9207 0.6837
H: 2.5908 0.3425 -0.0582
H: -2.8408 0.7257 2.4085
H: -3.4690 2.0724 1.3474
H: -1.8361 1.5321 1.3008
H: 1.6954 -0.2881 -2.2327
H: 1.7718 -2.1084 -1.7168

The gap between HOMO and LUMO (spin up / spin down) comes out at 6.906 / 7.597 eV. Its total charge is 0.

---

(6)
Density functional theory data (ωB97M-V/def2-TZVPD) for a cluster of 4 separate species, C2H14NO3S2 in total in a non-equilibrium geometry.

Atoms and positions in Å:
N: 0.6642 0.3421 1.3013
C: 1.5330 -0.9514 1.0220
C: 1.6755 -1.2258 -0.4548
S: 1.9627 -3.0377 -0.4091
S: 0.7938 -4.2382 -1.5384
H: 0.3683 0.3203 2.3907
H: -0.3234 0.4505 0.8148
H: 1.1409 1.1711 1.1557
H: 0.8013 -1.7034 1.5043
H: 2.3881 -1.0733 1.7323
H: 0.9398 -0.7844 -1.1065
H: 2.6039 -0.7855 -0.7202
H: 0.1026 -4.7963 -0.5114
H: -0.4911 2.3745 -0.6993
H: 0.6538 2.3526 -1.7028
O: 0.2693 1.8264 -0.9650
H: -1.9236 1.8633 0.8441
H: -2.7448 0.7100 1.1284
O: -1.9824 1.2074 1.5328
H: -3.4348 2.2463 -1.3785
H: -2.2527 2.0082 -2.3587
O: -2.7446 1.7232 -1.5818

The gap between HOMO and LUMO comes out at 8.617 eV. Its total charge is +1.

---

(7)
Density functional theory data (ωB97M-V/def2-TZVPD) for a structure of composition C57H66Cl5FIrNO3P2Si in a non-equilibrium geometry.

Atoms and positions in Å:
Ir: 1.0003 0.5944 -0.0808
C: 3.1282 0.3028 4.1283
Si: 1.9124 0.0315 2.6745
C: 1.4055 -1.8016 2.4271
C: 2.1626 -2.7194 3.1547
C: 1.8559 -4.0668 3.1928
C: 0.7671 -4.5337 2.4832
C: 0.0163 -3.6461 1.7344
C: 0.3164 -2.2880 1.6843
P: -0.7867 -1.2019 0.6746
C: -2.3982 -1.4291 1.6334
C: -3.5027 -0.4811 1.1838
C: -4.8330 -0.9058 1.8051
C: -4.7344 -0.9211 3.3264
C: -3.5884 -1.8169 3.7811
C: -2.2802 -1.3504 3.1454
C: -1.1883 -2.1541 -0.9250
C: -1.7514 -1.1817 -1.9685
C: -1.7623 -1.8233 -3.3567
C: -2.4499 -3.1989 -3.3585
C: -3.1040 -3.4722 -2.0107
C: -2.0640 -3.4272 -0.8868
C: 0.3274 0.9087 3.3172
C: -0.0649 0.3692 4.5511
C: -1.1430 0.8678 5.2534
C: -1.8576 1.9317 4.7284
C: -1.4880 2.4709 3.5092
C: -0.4020 1.9753 2.8018
P: 0.1657 2.9724 1.1469
C: 1.0407 4.2062 2.3381
C: 0.2950 5.4540 2.8269
C: 0.4920 6.6758 1.9411
C: 1.9765 6.9939 1.8066
C: 2.7148 5.8189 1.1790
C: 2.4982 4.5437 1.9871
C: -1.6126 3.1382 0.5065
C: -1.6796 2.6477 -0.9413
C: -3.1271 2.3469 -1.3158
C: -3.9685 3.6100 -1.1832
C: -3.8667 4.1577 0.2356
C: -2.4114 4.4328 0.6301
H: 2.6529 0.1176 5.0840
H: 3.4780 1.3332 4.1344
H: 4.0067 -0.3315 4.0601
H: 3.0052 -2.3644 3.7247
H: 2.4591 -4.7425 3.7759
H: 0.4900 -5.5759 2.5251
H: -0.8363 -4.0219 1.1997
H: -2.7140 -2.4510 1.4014
H: -3.5948 -0.4818 0.0979
H: -3.2570 0.5311 1.5128
H: -5.0939 -1.9048 1.4493
H: -5.6236 -0.2233 1.4867
H: -5.6737 -1.2672 3.7555
H: -4.5600 0.0939 3.6860
H: -3.7947 -2.8501 3.4960
H: -3.4962 -1.7843 4.8670
H: -1.4478 -1.9551 3.5078
H: -2.1093 -0.3179 3.4284
H: -0.1958 -2.4481 -1.2765
H: -1.1327 -0.2874 -2.0155
H: -2.7619 -0.8693 -1.7082
H: -0.7350 -1.9187 -3.7129
H: -2.2695 -1.1429 -4.0406
H: -1.7205 -3.9888 -3.5585
H: -3.2022 -3.2442 -4.1462
H: -3.5623 -4.4643 -2.0165
H: -3.8989 -2.7469 -1.8282
H: -1.4147 -4.2987 -0.9953
H: -2.6141 -3.5480 0.0453
H: 0.4707 -0.4818 4.9484
H: -1.4366 0.4202 6.1907
H: -2.7090 2.3376 5.2532
H: -2.0510 3.3041 3.1244
H: 1.1091 3.5447 3.2115
H: 0.6980 5.6873 3.8193
H: -0.7672 5.2492 2.9616
H: -0.0229 7.5263 2.3919
H: 0.0576 6.4992 0.9588
H: 2.3911 7.1972 2.7967
H: 2.1135 7.8878 1.1970
H: 3.7855 6.0315 1.1529
H: 2.3842 5.6864 0.1521
H: 3.0135 4.6801 2.9429
H: 2.9707 3.6971 1.4849
H: -2.1178 2.3742 1.1106
H: -1.0567 1.7488 -1.0568
H: -1.2950 3.3982 -1.6289
H: -3.5301 1.5858 -0.6498
H: -3.1703 1.9576 -2.3327
H: -5.0104 3.3919 -1.4185
H: -3.6192 4.3568 -1.8952
H: -4.3055 3.4327 0.9274
H: -4.4337 5.0858 0.3128
H: -2.3880 4.8287 1.6461
H: -2.0006 5.1950 -0.0272
Cl: 3.2828 0.5652 1.1686
C: 1.9976 2.4886 -0.7723
C: 1.1153 3.5266 -0.5679
C: 1.1028 4.5733 -1.4827
Cl: -0.0411 5.8549 -1.4502
C: 2.0291 4.5837 -2.5372
Cl: 2.0062 5.8620 -3.6844
C: 2.9660 3.5592 -2.6812
Cl: 4.1017 3.6021 -3.9617
C: 2.9441 2.4991 -1.7791
Cl: 4.0411 1.1918 -1.9641
C: 1.1777 -3.8802 -6.0980
C: 2.5343 -4.0822 -5.4170
C: 2.7717 -5.5752 -5.1942
C: 3.9788 -5.7868 -4.2910
C: 3.6923 -5.1497 -2.9703
C: 4.0938 -5.7140 -1.7817
C: 3.8412 -5.0494 -0.5835
F: 4.2588 -5.6033 0.5649
C: 3.1987 -3.8391 -0.5524
C: 2.7778 -3.2527 -1.7521
C: 2.1332 -1.9446 -1.7146
O: 1.8533 -1.4484 -0.5952
C: 1.9153 -1.3540 -2.9899
C: 2.1467 -2.0789 -4.1271
N: 2.5731 -3.3473 -4.1444
C: 2.9993 -3.9227 -2.9698
C: 1.3979 0.0654 -3.2151
O: 1.6272 0.5787 -4.2968
O: 0.6989 0.5925 -2.2952
H: 1.1067 -4.5445 -6.9552
H: 1.0363 -2.8649 -6.4563
H: 0.3690 -4.1226 -5.4098
H: 3.3334 -3.6804 -6.0545
H: 2.9297 -6.0536 -6.1605
H: 1.8864 -6.0235 -4.7351
H: 4.8589 -5.3142 -4.7379
H: 4.1952 -6.8446 -4.1569
H: 4.6071 -6.6629 -1.7674
H: 3.0267 -3.3184 0.3742
H: 1.9674 -1.5881 -5.0739

The gap between HOMO and LUMO (spin up / spin down) comes out at 6.704 / 5.926 eV. Its total charge is +1. As for the spin multiplicity: 2.

---

(8)
Density functional theory data (ωB97M-V/def2-TZVPD) for an isolated molecule of C3H8N2O2 in a non-equilibrium geometry.

Atoms and positions in Å:
N: 1.5453 1.2587 1.3503
C: 0.4143 0.4238 1.1865
O: -0.5391 0.5464 1.9247
C: 0.1386 -0.1792 -0.2669
N: 0.3700 -1.6600 -0.4065
C: -1.3414 0.1198 -0.6696
O: -1.4574 -0.1066 -2.0683
H: 2.0649 1.4340 2.2116
H: 1.3822 2.1444 0.8987
H: 0.7474 0.3799 -0.9786
H: 1.2426 -2.0701 -0.0856
H: -0.3221 -2.3863 -0.2131
H: -1.5156 1.1874 -0.4653
H: -2.0689 -0.4791 -0.1332
H: -0.6607 -0.6129 -2.2847

The gap between HOMO and LUMO comes out at 9.895 eV. Its total charge is 0. As for the SMILES: NC(=O)[C@@H](N)CO.

---

> total charge of number 8 (C3H8N2O2)?

0